No. 1
Entry from the OMol25 dataset: C36H30AsCl2N6S2Tl as an isolated structure (the ωB97M-V functional and the def2-TZVPD basis).

Each line ends with the Löwdin charge.
Element x y z (Å)
Tl (1.9627, 0.7131, 0.9627)  0.397
S (0.2779, 1.7713, 2.6538)  0.573
C (1.1655, 3.1432, 3.2823)  -0.741
C (0.4011, 3.9354, 4.2032)  -0.321
N (-0.2529, 4.5447, 4.9321)  0.126
C (2.4461, 3.4947, 2.9917)  -0.782
S (3.5428, 2.6777, 1.9359)  0.569
C (2.9791, 4.6860, 3.6068)  -0.307
N (3.4232, 5.6406, 4.0734)  0.132
Cl (0.2549, -1.6799, -1.1997)  0.539
C (1.5806, -2.0869, -2.3006)  -0.967
Cl (3.0551, -2.4779, -1.4071)  0.545
H (1.7782, -1.2231, -2.9248)  -0.002
H (1.2953, -2.9604, -2.8716)  0.023
N (-3.5523, -3.4959, 4.5107)  0.165
C (-4.0618, -4.4276, 5.3849)  -0.194
C (-5.3483, -4.6912, 5.8412)  -0.031
C (-5.4936, -5.7460, 6.7235)  -0.112
C (-4.3867, -6.4998, 7.1442)  -0.111
C (-3.1095, -6.2249, 6.6923)  -0.023
C (-2.9456, -5.1770, 5.7884)  -0.229
N (-1.8042, -4.7002, 5.1727)  0.178
C (-2.1987, -3.7064, 4.4284)  -0.266
C (-1.3338, -2.8794, 3.5782)  -0.141
C (-1.8436, -1.8961, 2.7407)  -0.001
C (-0.9734, -1.1334, 1.9838)  -0.198
N (0.3475, -1.2907, 2.0105)  -0.010
C (0.8375, -2.2433, 2.7997)  -0.103
C (0.0419, -3.0555, 3.5925)  0.011
H (-4.0620, -2.7559, 4.0635)  0.148
H (-6.1975, -4.0984, 5.5244)  0.104
H (-6.4792, -5.9942, 7.0952)  0.092
H (-4.5411, -7.3137, 7.8419)  0.092
H (-2.2563, -6.7997, 7.0291)  0.108
H (-2.9060, -1.6997, 2.6561)  0.103
H (-1.3470, -0.3531, 1.3296)  0.036
H (1.9164, -2.3546, 2.8014)  0.083
H (0.4814, -3.8130, 4.2272)  0.112
C (1.9096, 1.2220, -1.0990)  -0.239
C (2.0021, 1.4786, -2.2935)  -0.202
C (2.0949, 1.6482, -3.6993)  -0.217
C (1.5670, 2.8257, -4.3386)  -0.192
C (1.8569, 3.1862, -5.6802)  -0.070
C (1.2843, 4.2955, -6.2793)  -0.137
C (0.4028, 5.1213, -5.5863)  -0.156
C (0.1603, 4.8307, -4.2451)  -0.121
C (0.7450, 3.7387, -3.6326)  -0.060
C (2.7364, 0.5643, -4.4404)  -0.215
C (2.3130, 0.1589, -5.7256)  -0.070
C (2.9478, -0.8631, -6.4140)  -0.125
C (4.0208, -1.5477, -5.8492)  -0.144
C (4.4291, -1.1946, -4.5669)  -0.125
C (3.8002, -0.1706, -3.8762)  -0.084
H (2.5612, 2.5915, -6.2475)  0.091
H (1.5441, 4.5358, -7.3058)  0.083
H (-0.0704, 5.9678, -6.0692)  0.072
H (-0.5017, 5.4680, -3.6665)  0.088
H (0.5718, 3.5471, -2.5848)  0.060
H (1.4530, 0.6464, -6.1679)  0.103
H (2.5922, -1.1421, -7.4011)  0.085
H (4.5243, -2.3372, -6.3954)  0.077
H (5.2523, -1.7228, -4.0975)  0.092
H (4.1255, 0.0906, -2.8758)  0.105
N (4.2748, -1.5089, 1.9632)  -0.011
C (3.4345, -0.8033, 1.6029)  -0.411
C (-3.1297, 1.9661, 0.0971)  -0.348
As (-1.2534, 1.7397, -0.5071)  1.022
C (-1.6819, 1.5833, -2.4157)  -0.323
C (-0.8028, 3.6374, -0.3895)  -0.326
H (-3.6282, 2.7670, -0.4540)  0.012
H (-3.1334, 2.2107, 1.1606)  0.007
H (-3.6849, 1.0370, -0.0496)  0.003
H (-2.1630, 2.4867, -2.7952)  0.019
H (-2.3463, 0.7274, -2.5543)  0.011
H (-0.7671, 1.4040, -2.9839)  0.003
H (-1.3395, 4.2269, -1.1343)  0.020
H (0.2703, 3.7766, -0.5131)  0.014
H (-1.0655, 3.9815, 0.6121)  0.014

Results
ΔE to the lowest compared entry with this formula, charge and spin = 1.393 eV
LUMO level = 0.1157 hartree
net charge = -2
HOMO energy = -0.766 eV

---

No. 2
Entry from the OMol25 dataset: one molecule with the formula C5H5NO (the ωB97M-V functional and the def2-TZVPD basis).

Each line ends with the Löwdin charge.
Element x y z (Å)
C (-1.4725, -1.7103, 0.4270)  0.150
C (-0.4900, -1.1264, 0.0492)  -0.085
C (0.6894, -0.3419, -0.3373)  -0.405
O (1.0019, -0.4590, -1.7065)  -0.017
C (0.5232, 1.1559, 0.0299)  -0.116
C (-0.1986, 1.3529, 1.2860)  -0.232
N (-0.7924, 1.4856, 2.2681)  0.154
H (-2.3354, -2.2188, 0.7950)  0.038
H (1.5562, -0.7372, 0.2027)  0.154
H (0.1785, -0.5595, -2.1965)  0.101
H (1.5093, 1.6257, 0.0920)  0.128
H (-0.0258, 1.6595, -0.7710)  0.130

Results
ΔE to the lowest compared entry with this formula, charge and spin = 2.390 eV
LUMO level = 0.0243 hartree
SMILES = C#C[C@@H](O)CC#N
HOMO energy = -10.632 eV

---

No. 3
Entry from the OMol25 dataset: a 11-piece molecular cluster, C20H52BO26 overall (the ωB97M-V functional and the def2-TZVPD basis).

Each line ends with the Löwdin charge.
Element x y z (Å)
O (2.6126, 0.5752, -0.3493)  0.136
C (1.4451, 0.4986, -0.0744)  -0.387
O (0.5555, -0.1192, -0.7692)  0.234
B (-0.6642, -0.2865, 0.0991)  -0.786
O (-0.4477, 0.7270, 1.1666)  0.258
C (0.7653, 1.1807, 1.1052)  -0.324
O (1.3106, 1.9371, 1.9235)  0.088
O (-0.7776, -1.6922, 0.6440)  0.228
C (-1.9118, -2.2165, 0.2083)  -0.305
O (-2.4460, -3.2966, 0.3928)  0.088
C (-2.6362, -1.0868, -0.5893)  -0.374
O (-1.8761, -0.0396, -0.6523)  0.273
O (-3.7189, -1.2064, -1.1016)  0.160
O (-3.7578, -3.0690, 2.9636)  -0.025
H (-3.5265, -3.2178, 2.0468)  0.011
H (-4.3080, -2.2859, 2.9483)  0.055
O (-0.3023, -3.9333, 2.5272)  -0.034
H (-0.9499, -3.5534, 1.9334)  -0.019
H (-0.5072, -4.8682, 2.5394)  0.038
C (4.6261, 0.9473, 4.2881)  -0.216
C (3.2879, 0.2443, 4.7502)  -0.215
O (2.5870, -0.1747, 3.5932)  -0.073
O (4.4338, 2.2742, 3.7749)  -0.075
H (5.0790, 0.3230, 3.5179)  0.116
H (5.3473, 0.9637, 5.1053)  0.098
H (2.6684, 0.9923, 5.2449)  0.104
H (3.4329, -0.5607, 5.4706)  0.118
H (2.3349, 0.6105, 3.1017)  0.035
H (3.7619, 2.7262, 4.2905)  0.074
C (1.4320, 0.3841, -5.1764)  -0.278
C (1.5026, -0.0179, -3.7340)  -0.230
O (1.6744, -1.4214, -3.7744)  -0.053
O (0.4423, -0.2816, -5.9117)  -0.052
H (2.3546, 0.0592, -5.6574)  0.113
H (1.4240, 1.4630, -5.3308)  0.118
H (0.6529, 0.2893, -3.1243)  0.114
H (2.3913, 0.4482, -3.3085)  0.107
H (0.9530, -1.8512, -4.2396)  0.088
H (0.3771, 0.1737, -6.7543)  0.088
C (-6.6412, 2.2156, -1.3610)  -0.251
C (-5.3564, 3.0055, -1.5578)  -0.257
O (-4.2071, 2.3607, -0.9948)  -0.049
O (-6.6943, 1.1694, -2.3291)  -0.058
H (-7.4148, 2.9821, -1.4083)  0.107
H (-6.6959, 1.8664, -0.3299)  0.124
H (-5.5255, 3.9179, -0.9860)  0.112
H (-5.2733, 3.3381, -2.5925)  0.116
H (-4.0761, 1.6142, -1.5840)  0.066
H (-6.8564, 1.5713, -3.1858)  0.080
C (0.1805, 6.7804, 1.7208)  -0.283
C (0.6455, 5.4512, 2.0995)  -0.262
O (0.3626, 4.4776, 1.1079)  -0.060
O (-1.2241, 6.7850, 1.6445)  -0.061
H (0.4776, 7.1752, 0.7492)  0.119
H (0.5766, 7.5635, 2.3672)  0.121
H (0.1009, 5.1320, 2.9882)  0.132
H (1.7251, 5.5021, 2.2409)  0.125
H (0.8202, 3.6824, 1.3903)  0.030
H (-1.4419, 6.0213, 1.1052)  0.079
C (-1.1008, -0.8621, 4.0565)  -0.272
C (-0.7127, 0.5724, 4.5821)  -0.202
O (-0.9299, 0.6119, 5.9878)  -0.083
O (-2.3815, -1.0939, 4.3628)  -0.046
H (-0.3925, -1.6005, 4.4323)  0.127
H (-0.9907, -0.8196, 2.9729)  0.094
H (-1.2293, 1.4149, 4.1223)  0.116
H (0.3596, 0.7373, 4.4767)  0.087
H (-1.8004, 0.2404, 6.1489)  0.066
H (-2.7348, -1.9346, 4.0630)  0.047
C (-5.7205, -5.2098, -2.5332)  -0.219
C (-4.7523, -4.2723, -1.8850)  -0.267
O (-3.4695, -4.8317, -1.6110)  -0.062
O (-5.5118, -5.3532, -3.9775)  -0.088
H (-6.6603, -4.6734, -2.4020)  0.107
H (-5.7415, -6.1855, -2.0476)  0.125
H (-5.2988, -3.9602, -0.9951)  0.120
H (-4.5449, -3.4415, -2.5594)  0.113
H (-3.0826, -4.3920, -0.8503)  0.021
H (-5.5070, -4.4833, -4.3834)  0.068
C (2.5114, -3.0732, -0.9796)  -0.245
C (3.8686, -2.3774, -0.9390)  -0.221
O (4.0039, -1.6706, 0.3027)  -0.078
O (2.6432, -4.1817, -0.1532)  -0.062
H (2.1978, -3.3150, -1.9951)  0.113
H (1.8162, -2.4054, -0.4707)  0.105
H (4.1183, -1.7010, -1.7564)  0.099
H (4.6623, -3.1234, -0.9776)  0.115
H (3.5911, -0.8169, 0.1532)  0.018
H (2.7941, -3.8772, 0.7447)  0.088
C (5.4762, 1.4839, -2.3693)  -0.259
C (5.6615, 0.4950, -3.5691)  -0.234
O (6.4186, 1.1576, -4.5542)  -0.064
O (6.7027, 1.7494, -1.7600)  -0.036
H (4.6163, 1.0920, -1.8262)  0.091
H (5.0788, 2.4315, -2.7330)  0.113
H (4.6380, 0.3007, -3.8895)  0.091
H (6.1142, -0.4787, -3.3816)  0.121
H (5.7535, 1.5818, -5.1013)  0.079
H (6.4320, 2.0153, -0.8782)  0.088

Results
ΔE to the lowest compared entry with this formula, charge and spin = 1.204 eV
LUMO level = 0.0721 hartree
net charge = -1
HOMO energy = -7.177 eV

---

No. 4
Entry from the OMol25 dataset: C8H10BrCl3GeNO3Pd as an isolated structure (the ωB97M-V functional and the def2-TZVPD basis).

Each line ends with the Löwdin charge.
Element x y z (Å)
Pd (0.3123, -0.5980, -0.0113)  0.827
Br (-0.8203, 5.7960, -0.0511)  0.803
C (-0.3003, 4.0105, -0.2907)  -0.680
C (0.9030, 3.5672, 0.2200)  -0.087
C (1.2294, 2.2378, 0.0382)  -0.145
N (0.4353, 1.3784, -0.6081)  -0.069
C (-0.7295, 1.8283, -1.1021)  -0.113
C (-1.1303, 3.1405, -0.9772)  -0.084
H (1.5675, 4.2251, 0.7600)  0.114
H (2.1629, 1.8365, 0.4077)  0.094
H (-1.3495, 1.0951, -1.6003)  0.107
H (-2.0737, 3.4660, -1.3893)  0.112
Cl (0.7183, -1.7707, 4.1161)  0.086
Ge (1.0658, -0.5677, 2.3825)  -0.080
Cl (-1.1071, 0.1635, 1.9543)  0.115
Cl (1.9437, 1.2358, 3.2257)  0.068
C (2.4348, -2.2920, -0.6447)  -0.217
O (1.9919, -0.9530, -0.7743)  -0.414
H (3.1648, -2.3787, 0.1681)  0.072
H (2.8821, -2.6110, -1.5886)  0.079
H (1.6194, -2.9823, -0.4321)  0.054
C (-2.6059, -3.2971, -0.5957)  0.012
C (-1.5346, -2.2622, -0.5007)  -0.680
O (-0.4670, -2.5210, 0.1748)  -0.161
O (-1.6611, -1.1395, -1.0419)  -0.082
H (-2.2357, -4.2768, -0.3037)  0.085
H (-2.9985, -3.3197, -1.6104)  0.088
H (-3.4179, -3.0111, 0.0749)  0.095

Results
⟨S²⟩ = 0.779
spin multiplicity = 2
ΔE to the lowest compared entry with this formula, charge and spin = 0.362 eV
LUMO level (spin up / spin down) = -0.0471 / -0.0796 hartree
HOMO energy (spin up / spin down) = -8.404 / -9.021 eV

---

Q: Number 3 is which compound?
A: C20H52BO26

---

Q: Which of these has the lowest ΔE to the lowest compared entry with this formula, charge and spin?
A: C8H10BrCl3GeNO3Pd

---

Q: Among the records above, which one has the lowest ΔE to the lowest compared entry with this formula, charge and spin?
A: C8H10BrCl3GeNO3Pd

---

Q: The lowest ΔE to the lowest compared entry with this formula, charge and spin belongs to which entry?
A: C8H10BrCl3GeNO3Pd